(1)
85
Properties=species:S:1:pos:R:3:forces:R:3 method="wB97M-V/def2-TZVPD" max_force_ha_per_bohr=0.0228 lumo_energy_ev="-6.29 / -6.48" homo_ev="-12.83 / -12.83" spin_multiplicity=2 charge=+2
Re -0.1935 -0.4878 -0.0634 0.421 1.092 -0.002
Br 4.1089 0.6995 5.9218 0.019 0.019 0.020
F -0.6754 2.1844 6.4490 -0.070 -0.035 -0.007
F -2.8167 2.3195 6.1399 0.062 -0.049 0.017
F -1.9484 0.4986 6.9387 0.006 0.063 -0.034
O 1.3880 -1.2173 0.9219 0.080 -0.244 0.088
O -2.1595 0.2639 -0.5136 -0.389 -0.087 0.265
N -0.2037 -6.2957 1.9762 -0.061 -0.017 -0.006
N 3.8393 -1.0607 -2.0418 -0.039 -0.061 0.047
N 0.6807 1.4082 0.4660 0.247 -0.116 0.270
N -1.4731 -4.1896 1.7302 -0.553 0.352 0.102
N -1.0779 0.1181 2.0681 0.009 0.056 0.126
N -1.1001 -2.1202 0.5434 -0.419 -0.296 0.033
N -4.2718 0.5669 -1.2242 0.124 -0.022 -0.081
N -0.0751 0.8241 -1.8598 0.108 0.309 -0.415
C 1.5028 1.6174 1.4495 0.044 -0.148 0.081
C -1.2244 -3.1620 1.0903 0.148 -0.295 -0.018
C -0.6425 -3.4108 -3.2332 -0.045 0.038 0.022
C -0.5839 4.4952 -2.0626 -0.006 0.021 -0.062
C -1.7625 1.8385 3.5847 0.021 -0.043 0.043
C -1.7652 1.4947 6.0729 0.000 0.021 0.028
C -0.6106 1.4077 -4.1307 0.014 -0.041 -0.013
C 4.0118 -1.2822 -3.5049 -0.007 -0.012 0.060
C 2.7214 1.0589 3.4769 0.069 -0.069 0.086
C 1.7094 -3.4166 -2.9569 -0.058 -0.044 0.007
C 2.5683 -1.6658 2.8895 -0.020 0.109 -0.020
C 0.5961 -3.9103 -3.6012 0.108 -0.013 0.004
C -5.2489 0.4327 -2.3129 0.000 -0.001 0.011
C 3.1910 -1.2271 4.0347 0.002 0.040 0.002
C -0.1261 2.1677 -1.5796 0.017 0.105 0.184
C -4.6596 1.1481 0.0588 0.001 -0.023 0.053
C -0.7942 -5.3158 1.8363 0.456 -0.198 -0.066
C -0.9516 -0.7057 3.1086 0.220 -0.143 0.033
C 0.1040 3.8218 0.1585 0.030 -0.005 -0.161
C 3.3617 0.3154 -1.7533 0.043 -0.026 0.002
C 0.2289 2.5273 -0.2683 -0.061 -0.115 -0.219
C -0.3128 4.8099 -0.7622 0.027 0.017 0.097
C 2.9701 -2.1060 -1.3293 0.014 0.076 0.027
C -1.5748 0.9810 4.6630 -0.018 0.017 -0.101
C -1.1847 -0.3195 4.4193 -0.011 0.010 0.040
C -1.5044 1.3648 2.3172 -0.280 0.006 -0.152
C 1.6395 -2.4138 -1.9747 0.019 0.180 -0.021
C 3.2629 0.1428 4.3399 -0.054 0.009 -0.098
C -0.4937 3.1541 -2.5073 -0.007 -0.062 0.028
C -3.0390 0.1537 -1.3966 -0.037 -0.109 -0.047
C 1.9634 -0.7495 2.0127 0.048 0.007 0.010
C 2.0495 0.6279 2.3122 -0.052 0.004 -0.080
C 0.3909 -1.8626 -1.6022 0.036 -0.481 -0.086
C -0.2841 0.4850 -3.1210 -0.001 0.034 -0.083
C -0.7190 -2.4284 -2.2647 0.002 -0.049 0.028
C -0.7462 2.7314 -3.8310 0.016 0.064 0.021
H -4.2248 2.1425 0.1700 -0.020 -0.004 0.013
H 1.8086 2.6441 1.6420 -0.012 0.008 0.020
H 3.5836 -3.0057 -1.3025 -0.017 -0.012 -0.044
H 0.3188 4.1033 1.1805 0.012 0.009 0.021
H -2.8156 -0.2877 -2.3736 -0.022 0.006 0.019
H -6.1499 0.9703 -2.0363 0.003 0.012 -0.022
H -1.0239 3.4535 -4.5880 -0.013 0.017 -0.004
H -5.5024 -0.6137 -2.4744 -0.024 0.013 -0.008
H 2.7924 2.1181 3.6896 -0.002 0.016 0.019
H 3.0439 -1.1823 -3.9858 -0.012 -0.009 -0.024
H -0.8743 5.2643 -2.7657 -0.012 0.005 -0.009
H 2.5150 -2.7205 2.6539 -0.016 -0.017 -0.004
H -4.3105 0.5121 0.8706 -0.004 0.023 0.001
H -1.7108 -2.1026 -1.9736 0.007 -0.006 -0.028
H 0.6879 -4.6947 -4.3391 0.007 -0.002 -0.011
H -1.5456 -3.8015 -3.6834 -0.021 0.000 0.009
H -2.1089 2.8524 3.7287 -0.007 0.007 0.008
H -4.8579 0.8687 -3.2301 -0.009 -0.030 -0.017
H -0.7686 1.0367 -5.1331 0.004 -0.007 -0.015
H 4.4060 -2.2810 -3.6667 0.000 -0.012 -0.032
H -5.7413 1.2218 0.0952 -0.003 0.003 0.027
H 4.7083 -0.5377 -3.8830 -0.005 -0.020 -0.020
H 2.8528 -1.7303 -0.3204 0.008 -0.046 -0.002
H -1.6722 1.9946 1.4528 0.053 0.000 0.014
H 3.9527 1.0277 -2.3244 -0.003 0.019 0.036
H 3.6351 -1.9439 4.7126 0.002 -0.001 0.015
H -1.0504 -1.0293 5.2231 -0.004 -0.001 0.000
H 2.3169 0.3663 -2.0403 -0.054 0.037 -0.037
H 4.7627 -1.1576 -1.6190 -0.002 0.020 0.000
H 3.4655 0.4991 -0.6860 -0.040 0.027 0.001
H -0.6171 -1.7138 2.8996 -0.021 0.095 0.010
H -0.4006 5.8329 -0.4236 -0.012 0.005 -0.005
H -0.2138 -0.5623 -3.3685 -0.016 0.010 0.016
H 2.6730 -3.8555 -3.1863 0.034 -0.007 -0.005



(2)
188
Properties=species:S:1:pos:R:3:forces:R:3 method="wB97M-V/def2-TZVPD" max_force_ha_per_bohr=0.0908 lumo_energy_ev="-0.16 / -0.89" homo_ev="-8.15 / -8.15" spin_multiplicity=3
Pd -1.4508 -3.1121 -0.9947 -1.270 -0.522 -0.448
S 0.6507 -0.4747 -1.6326 3.350 2.561 -0.389
S 1.1994 -1.8579 0.7060 -0.482 -2.260 0.860
F 1.6467 -2.5092 -3.2022 -0.882 -0.720 -0.506
F -1.2420 -2.9722 -3.0708 2.048 -0.080 -0.249
F 3.0696 -1.7714 -1.8751 1.327 0.395 0.262
F -0.5065 -1.3234 2.6864 0.576 0.671 -0.094
F -2.7191 -4.1831 -4.2979 0.211 -1.980 -0.576
F 0.0146 0.3966 1.4232 -0.979 0.647 -0.310
F 2.5260 -0.6268 -3.7249 -0.044 -0.483 1.560
F -3.3416 -2.4241 -3.2344 -2.884 1.880 1.885
F 1.3629 -0.1806 2.9447 -0.367 -1.126 -0.618
F -2.0547 -2.1557 -5.0137 0.658 0.755 -1.108
O -4.4764 3.8585 -1.2463 -0.828 -0.872 -1.364
O -0.3074 -5.0990 -1.4494 0.777 -0.344 0.518
O 5.9033 0.4903 -3.0063 0.558 1.370 0.481
O -1.7033 2.7864 1.5220 0.678 0.767 0.154
O 1.0094 -3.2371 1.1937 -0.064 2.380 -0.897
O -0.3123 -0.1101 -2.6205 -0.568 -0.520 -0.032
O 1.3390 0.6770 -0.9429 -1.788 -3.493 -1.261
O 2.5629 -1.4271 0.5878 -0.788 0.203 -0.378
O 3.7003 5.1627 1.2925 1.096 1.160 1.036
O -4.0783 2.4725 6.7529 -0.861 -1.557 0.058
O 0.4278 2.8010 -4.0828 -0.904 -0.605 -0.652
O 1.9738 0.3063 7.7709 -0.827 -1.175 -0.746
O 5.2438 -2.6018 4.9497 -0.648 -1.066 1.106
O 0.6873 -0.3673 -7.5745 1.284 0.583 0.714
O -1.6728 -3.6832 1.0400 -0.435 0.630 1.514
N -3.3381 0.5147 -2.5003 -1.452 0.640 0.820
N 2.4991 4.1663 -2.8741 -0.145 0.106 0.492
N 4.7862 2.9395 -1.5499 -0.374 1.744 1.085
N -3.1816 -1.7320 -0.4870 -0.017 -0.814 -1.494
N -0.9041 1.0766 -10.0155 0.833 0.050 -0.411
N 0.0960 -1.7077 -0.7138 3.425 1.674 2.698
N 2.6887 -3.0799 6.2340 -1.108 1.626 -0.545
N -3.4423 2.0409 3.8574 1.693 -0.357 0.022
N -3.0655 -4.5387 -1.4922 -0.713 -1.132 -0.163
N -1.6085 0.1568 7.0782 -0.776 -1.556 -1.532
C 4.8305 4.1239 -0.6217 -2.335 -1.130 -1.632
C 3.2085 6.2935 0.6374 -1.259 0.610 -0.507
C 5.9855 -0.7085 -3.7537 0.076 -0.294 1.050
C -1.9552 2.3473 3.8260 -1.159 0.035 -0.503
C 2.1177 -1.4033 -2.6712 -2.001 1.426 -0.512
C 0.8741 0.2766 6.7908 1.285 0.204 0.411
C 0.4723 -0.6428 2.0464 0.587 -0.878 0.058
C -1.2057 -4.8953 1.7349 -0.392 0.636 -0.319
C -0.2478 -1.8344 7.7226 -0.739 1.960 0.143
C -2.7364 -2.8061 1.6125 0.087 -2.129 1.280
C 5.0716 0.5366 -1.7944 0.111 -0.140 -0.729
C -4.3439 3.0349 4.3866 -0.012 0.643 0.924
C 0.9881 -1.4522 -6.6238 -2.838 0.286 -0.525
C 3.7954 3.9666 0.5617 1.450 0.579 0.353
C 2.6402 -4.0778 4.0287 1.481 0.078 -0.495
C -1.1608 -6.1501 -1.9355 -0.007 0.968 0.169
C -0.7168 -0.2455 -7.9054 0.464 -2.204 0.166
C -3.5025 -6.8040 -2.3188 0.852 -0.682 1.227
C -0.9421 3.4323 0.5104 0.422 0.812 -0.100
C -5.1901 1.9132 -3.3388 0.723 -0.019 0.259
C -2.6088 1.4492 -8.3509 -0.142 -0.457 -0.002
C -2.9603 -1.5255 0.8820 0.183 2.763 1.013
C -1.1388 1.0312 -8.5937 -0.513 0.925 1.377
C -3.9803 3.5369 5.8190 -0.827 -1.230 0.221
C -4.3084 2.4533 -1.1166 0.701 0.233 1.085
C 1.1113 -5.3168 -1.7127 -0.855 -0.056 -0.141
C 1.6372 2.5918 -4.6941 1.555 1.239 -1.028
C 4.8293 -3.8981 5.4481 -0.511 0.165 -0.451
C -2.6076 -5.9449 -1.4204 0.587 0.470 -1.079
C 4.1137 3.3863 -4.4570 -1.039 -0.429 -0.437
C -4.5144 4.6319 -0.1153 1.839 1.170 1.228
C 3.1770 0.6547 7.1568 0.619 0.627 -0.698
C -4.1488 -0.6223 1.3142 -0.671 -0.692 2.216
C 2.5932 3.7826 -4.2860 1.313 -1.382 0.514
C -4.0271 2.7722 8.1556 1.155 1.394 -1.573
C 5.9453 -2.6609 3.7478 -0.036 -0.029 -0.371
C 5.2981 1.7863 -0.9269 1.861 -1.653 0.005
C 3.2768 -4.1008 5.4022 0.902 -0.480 2.258
C -0.6831 2.2577 -4.8157 -0.874 0.646 2.525
C -3.9017 1.9042 -2.4756 0.054 -0.422 -0.786
C -1.5824 3.4209 2.8045 -0.438 -0.337 0.325
C -0.3066 -0.2877 7.4914 0.113 0.574 1.941
B -2.3340 -2.9178 -3.9340 0.014 -0.180 -1.630
H 5.2349 -2.7034 2.9222 0.141 -0.256 -0.381
H -3.1115 2.5475 -2.8627 -0.330 0.469 -0.095
H 1.7104 -4.4660 -1.3880 -0.491 0.146 -0.023
H 2.7480 3.7177 0.3910 0.156 -0.620 -1.436
H -1.1621 -6.1132 -3.0249 -0.054 0.129 -0.169
H -4.5697 -6.6389 -2.1705 0.065 -0.016 0.042
H -5.6061 2.9107 -3.4802 0.144 -0.014 0.135
H 3.1329 -2.8271 7.1052 0.388 -0.956 0.395
H -0.4028 -5.2861 1.1097 -0.101 0.222 0.123
H 5.0425 1.6596 0.1251 -1.497 -0.351 -0.280
H -3.2204 -6.6903 -3.3655 -0.170 0.081 0.093
H -2.3318 0.4397 -2.5428 0.159 0.386 -0.103
H -5.0253 1.4617 -4.3170 0.002 0.007 -0.036
H 4.1249 0.2628 7.5256 -0.406 -0.281 1.350
H 4.4412 3.1906 -5.4780 -0.313 0.179 -0.234
H -3.4891 -4.4182 -2.4011 0.817 0.604 -0.979
H -4.1798 -0.2893 2.3517 0.623 -0.315 0.430
H -2.6965 -6.1245 -0.3490 0.242 -0.847 -0.092
H 1.5873 -4.2462 3.8022 -0.075 0.116 0.984
H -1.2556 -0.4673 -6.9842 -0.420 0.472 0.078
H -0.9110 -1.0877 -8.5695 -0.384 -0.241 -0.251
H 1.4906 2.6725 -5.7711 0.137 0.036 -0.443
H -3.3335 -0.8189 -0.8912 0.676 0.652 -1.218
H 6.5468 -1.4205 -3.1486 -0.779 -0.800 0.423
H -3.0046 3.1408 8.2372 0.385 -0.304 1.135
H -3.5809 2.2406 -0.3332 0.701 0.074 -0.045
H -4.7346 4.2478 6.1564 0.249 0.738 -0.419
H -3.4899 4.8355 0.1964 0.570 -0.139 0.212
H -0.5861 3.8381 2.9503 0.298 -0.295 -0.013
H 4.7870 4.1369 -4.0431 -0.220 0.161 0.022
H -3.3000 1.2243 -9.1632 0.270 -0.558 -0.198
H 4.2622 2.4471 -3.9241 0.106 0.084 0.031
H 1.9896 1.5699 -4.5539 0.515 0.016 0.544
H -0.8149 2.5163 -5.8664 0.433 0.500 0.088
H -2.2671 4.2566 2.9495 -0.267 0.286 -0.501
H 0.0870 0.9969 -10.1933 0.380 -0.486 -0.016
H 0.5223 -2.3300 -7.0718 0.717 -0.610 -0.137
H 5.8956 4.3269 -0.5105 -0.162 0.395 1.451
H 3.2327 1.7422 7.2053 0.401 0.186 -0.576
H -3.9510 -4.7058 -1.0360 -0.295 0.998 1.177
H -0.8416 -4.7200 2.7472 0.105 0.583 -0.146
H 1.2154 -5.4652 -2.7875 0.249 -0.023 -0.009
H 1.6437 3.9330 -2.3904 -0.832 0.209 -0.747
H 5.2970 -4.7801 5.0105 0.434 0.301 -0.933
H -4.9325 4.2508 0.8165 -0.900 -0.419 -0.328
H -2.6875 2.5342 -8.2821 0.155 0.043 0.418
H 6.5325 -1.7501 3.6303 0.090 -0.064 0.120
H 2.9250 -3.0844 3.6822 -0.265 0.088 -0.652
H 6.6569 -0.7223 -4.6123 -0.119 1.376 -0.255
H 0.0089 3.8779 0.8022 0.555 -0.722 1.003
H -0.9075 1.1994 -4.6827 0.913 -0.425 -0.109
H -2.5378 -2.6104 2.6662 0.242 -0.062 -0.016
H -4.6115 3.6524 8.4236 -0.645 -0.072 -0.072
H -5.3602 2.6431 4.3463 0.012 -0.449 0.529
H 6.3521 1.9012 -0.6740 0.981 -0.095 -0.710
H -1.6135 2.5503 4.8410 -0.042 0.188 -0.090
H 5.2068 -3.9578 6.4688 -0.541 0.226 0.352
H -5.9043 1.3154 -2.7724 -0.244 -0.102 -0.242
H -4.2718 1.9231 8.7938 0.168 -0.039 -0.495
H 2.9182 -2.2460 5.7124 -0.503 0.716 -0.249
H 4.3869 4.8835 -1.2654 0.359 0.432 0.158
H -2.9560 3.9084 5.8452 -0.008 0.588 -0.059
H -1.3811 2.7176 -4.1161 -1.325 0.070 -1.039
H -2.1015 -0.8571 0.9452 0.387 -0.350 0.241
H -1.7841 -0.2703 6.1799 -0.689 0.294 -0.314
H 3.1309 3.5889 -2.3378 0.569 -0.211 -0.168
H -3.7445 1.7795 2.9298 0.133 -0.004 -0.088
H -1.8664 1.1328 7.0479 0.498 0.063 0.093
H -4.3062 0.3338 0.8150 0.560 -0.424 -0.858
H 4.1583 3.2395 1.2881 0.012 -0.026 0.024
H -4.1358 -2.0584 -0.5429 -0.220 -0.993 -0.602
H 3.1754 -4.8093 3.4232 0.106 0.067 -0.292
H 6.5841 -3.5432 3.7891 0.278 0.084 -0.536
H -0.7560 -7.1221 -1.6538 -0.083 -0.106 0.298
H -4.4806 3.9222 3.7683 0.568 0.595 -0.222
H -0.6768 2.7490 -0.2963 -0.586 -0.017 -0.049
H -1.3987 1.4825 3.4646 -0.357 -0.423 0.309
H -1.3706 4.3814 0.1885 -0.967 -0.304 -0.615
H -5.2075 1.9947 -0.7051 -0.585 -0.138 -0.360
H -3.6075 -3.4604 1.5775 -0.541 0.238 -0.007
H -0.4411 -2.3739 6.7955 0.054 -0.025 -0.013
H 4.0524 0.6067 -2.1745 -0.226 -0.242 0.388
H -0.2602 0.2772 8.4224 0.573 -0.728 0.878
H 3.2800 0.2575 6.1470 -0.587 0.409 -0.558
H -2.9880 0.9571 -7.4553 -0.124 0.330 0.138
H 0.7078 -2.1383 8.1501 -0.210 0.025 -0.046
H -1.0892 -1.9304 8.4089 0.162 -0.845 0.107
H 3.1378 -5.0240 5.9649 -0.159 -0.523 -0.359
H -0.6094 1.7825 -8.0077 0.633 0.420 -0.228
H -4.8260 5.6527 -0.3363 -0.834 -0.305 -0.221
H 3.6054 6.5406 -0.3472 0.365 -0.423 -0.049
H 1.9787 -1.6218 -6.2020 0.371 0.666 -1.172
H -1.9753 -5.6608 1.8341 -0.447 0.183 -0.288
H 5.4446 3.2305 -2.2584 -0.139 -0.398 -0.507
H 1.1586 -0.3233 5.9263 0.234 0.032 -0.221
H 0.3630 -1.3597 -5.7356 -0.200 0.575 0.271
H 4.9981 -1.0052 -4.1072 0.029 -0.489 0.217
H 3.2749 7.2220 1.2046 0.710 -0.371 0.635
H 1.4691 -6.1850 -1.1593 -0.143 -0.189 -0.043
H 2.1278 6.2252 0.5123 -0.398 -0.395 -0.314
H -1.0642 2.0249 -10.3240 -0.498 0.223 -0.144
H 5.2163 -0.3474 -1.1733 0.028 -0.272 -0.185
H 0.6411 1.3011 6.5008 0.174 0.198 -0.275
H -3.7242 0.0824 -3.3274 0.234 -0.455 0.057
H -3.2163 -7.7886 -1.9489 -0.597 -0.602 -0.618
H 2.4001 4.6568 -4.9079 -0.382 -0.080 -0.076
H -5.0687 -1.2055 1.2718 -0.256 -0.057 -0.452